Entry 1:
Density functional theory data (ωB97M-V with the def2-TZVPD basis set) for 5 unconnected molecules or ions with the total composition C26H66N4O9 at a distorted geometry.

Geometry as XYZ:
```
105
Properties=species:S:1:pos:R:3:lowdin_charge:R:1
N -1.703 -0.230 3.980 -0.0929
H -0.664 -4.269 -4.075 0.0584
H 0.384 -0.013 4.088 0.1106
H -6.068 -0.341 4.903 0.0708
H 1.538 -0.416 -1.869 0.0906
O 3.432 0.219 -2.321 -0.1820
C 4.713 1.238 2.595 -0.2289
H 4.244 -0.137 4.106 0.1164
H 5.433 2.075 -0.508 0.1103
C -0.541 1.849 3.674 -0.1928
H 4.097 5.123 -5.338 0.0836
H -1.188 -2.267 3.986 0.1175
C -5.563 -1.210 4.564 -0.0482
C -3.288 -1.987 4.147 -0.2096
H 0.448 -3.723 0.070 0.0707
C 5.109 2.347 0.548 -0.1197
O 2.355 4.219 -4.496 -0.1919
H 0.161 3.098 -4.280 0.1067
H -4.444 -2.139 -1.565 0.1036
C 3.905 -1.084 -2.422 -0.1312
C -1.205 -1.071 -0.976 -0.1017
H 2.475 -1.159 3.528 0.1190
H -4.566 1.834 0.060 0.0821
C -4.188 -2.614 -4.395 -0.2183
H -5.811 -0.335 -0.692 0.1118
H -5.637 -1.264 3.448 0.0979
H 4.618 -1.105 1.494 0.1214
H -2.876 1.889 -0.555 0.0741
H 3.205 6.130 -4.112 0.0885
H 5.135 1.901 3.318 0.1142
H -3.501 -0.862 -3.625 0.1044
H 2.487 2.329 -1.355 0.1005
H -1.748 -1.587 5.564 0.1224
H 3.336 -1.760 -3.118 0.0949
C -0.529 0.509 4.347 -0.2034
C 2.112 -2.545 1.882 -0.2364
H 1.936 3.915 3.152 0.0844
C 3.500 5.109 -4.424 -0.0964
H 1.804 -3.799 -1.128 0.0799
H 1.830 -4.667 0.427 0.1031
C 0.894 3.606 2.990 -0.1520
O 0.790 2.408 3.693 -0.1886
C -5.236 -0.215 -1.588 -0.2030
H -3.942 -2.302 -5.423 0.1215
H 4.179 4.727 -3.659 0.0771
C -2.991 -3.435 -3.966 -0.2556
H -1.872 0.118 0.518 0.0923
C -0.983 -0.437 0.300 -0.2965
C 1.511 -3.698 -0.085 -0.1097
H 5.649 3.217 0.931 0.0821
H 0.783 1.868 -1.068 0.1172
C 4.745 -0.153 3.148 -0.2587
H 5.789 -0.395 3.315 0.1205
H -0.476 0.577 5.427 0.1225
H 0.238 -2.721 -4.365 0.1022
H 0.216 4.401 3.354 0.0875
H 2.340 4.189 -2.379 0.1059
N -4.353 -1.402 -3.620 -0.0419
H -4.296 2.388 -1.542 0.0940
H -3.376 -1.843 3.048 0.1239
H -5.033 -3.264 -4.538 0.1113
N 1.228 1.844 -3.041 -0.0485
H 1.825 1.600 -3.780 0.0960
O 2.138 -2.561 0.477 -0.1925
H 2.277 -0.422 1.827 0.1225
H 2.312 0.114 -0.385 0.1275
H -0.377 -3.161 -2.754 0.0540
H 4.046 2.650 0.445 0.0733
O -3.964 0.305 -1.192 -0.2261
H -2.875 -4.302 -4.640 0.1208
H -5.710 0.459 -2.291 0.1176
H -1.530 -0.305 -1.698 0.0879
C 1.664 1.682 -1.697 -0.2457
H -0.284 -1.476 -1.430 0.0556
N 4.132 -1.150 2.387 -0.0701
H -0.200 3.212 -2.592 0.1245
O 5.298 1.183 1.310 -0.1821
O -4.123 -1.013 4.789 -0.2276
H -5.923 -2.092 5.029 0.0693
H 3.837 -1.562 -1.434 0.0757
C -3.909 1.663 -0.793 -0.1043
H -2.036 -1.810 -0.985 0.0934
H 1.179 5.256 -3.186 0.1233
H -2.548 0.240 4.345 0.1279
H 3.639 1.522 2.500 0.1196
H -1.174 -0.876 2.104 0.0223
H 4.947 -1.023 -2.738 0.0867
H -3.542 -3.025 4.385 0.1260
H -0.107 0.183 0.206 0.0911
C 0.643 3.161 -3.335 -0.1830
O -1.862 -2.619 -4.195 -0.2047
H -5.949 -2.115 -2.435 0.1287
C -5.002 -1.541 -2.303 -0.2008
C -0.582 -3.253 -3.825 -0.0508
H -1.263 2.509 4.119 0.1176
H -3.108 -3.831 -2.956 0.1179
H 0.775 3.608 1.857 0.0976
O -0.784 -1.398 1.387 -0.0894
C 2.220 0.315 -1.502 -0.1972
H 1.116 -2.520 2.257 0.0798
H 2.590 -3.446 2.326 0.1333
C 2.700 -1.261 2.461 -0.1906
C -1.857 -1.569 4.478 -0.2086
H -0.838 1.724 2.613 0.1236
C 1.671 4.266 -3.237 -0.2280
```

## Properties
E_HOMO	-0.294	Ha
energy relative to the best compared isomer or geometry (same formula, charge and spin)	0.0	kcal per mole
HOMO-LUMO gap	8.56	eV
SMILES	COCCNCCOC.COCCNCCOC.COCCNCCOC.COCCNCCOC.CCO
maximum force	3.530	eV Å⁻¹

Entry 2:
Density functional theory data (ωB97M-V with the def2-TZVPD basis set) for 2 unconnected molecules or ions with the total composition CH3F3P at a distorted geometry.

Geometry as XYZ:
```
8
Properties=species:S:1:pos:R:3:lowdin_charge:R:1
H -1.557 0.830 0.185 0.0734
P 0.658 0.303 -0.082 1.0949
H -1.317 -0.585 0.993 0.1240
F 2.204 -1.583 -0.115 -0.2696
F 1.380 0.991 -1.276 -0.0397
H -1.486 -0.904 -0.816 0.1573
C -1.094 -0.121 -0.027 -0.1091
F 1.212 1.070 1.137 -0.0312
```

## Properties
E_HOMO (alpha / beta)	-0.673 / -0.643	Ha
energy relative to the best compared isomer or geometry (same formula, charge and spin)	114.9	kcal per mole
HOMO-LUMO gap (alpha / beta)	9.88 / 9.28	eV
charge	+1
maximum force	5.434	eV Å⁻¹

Entry 3:
Density functional theory data (ωB97M-V with the def2-TZVPD basis set) for a gas-phase ion, C5H6NO (charge +1) at a distorted geometry.

Geometry as XYZ:
```
13
Properties=species:S:1:pos:R:3:lowdin_charge:R:1
H 1.630 1.479 -1.772 0.2031
N 0.450 0.507 -0.017 -0.0796
C -0.260 -0.646 -0.503 -0.0589
C 0.145 1.217 1.204 0.0065
H 1.035 1.123 1.766 0.1417
H -0.791 0.908 1.650 0.1480
C 0.359 2.253 0.116 0.2270
O -0.163 -1.545 1.715 0.1511
H -1.283 -0.496 -0.708 0.1483
C 1.024 1.544 -0.772 0.0646
C -0.268 -1.701 0.558 -0.2226
H 0.206 -1.099 -1.350 0.1437
H -0.309 -2.609 0.017 0.1270
```

## Properties
E_HOMO	-0.548	Ha
energy relative to the best compared isomer or geometry (same formula, charge and spin)	148.6	kcal per mole
HOMO-LUMO gap	8.73	eV
SMILES	O=CC[N@@+]12C=C1C2
charge	+1
maximum force	3.024	eV Å⁻¹

Entry 4:
Density functional theory data (ωB97M-V with the def2-TZVPD basis set) for a molecular structure, C17H15CdF4N3O4.

Geometry as XYZ:
```
44
Properties=species:S:1:pos:R:3:lowdin_charge:R:1
H -0.282 -4.316 0.685 0.1310
H 5.929 0.104 3.408 0.1317
H 0.381 2.530 3.394 0.1079
H -4.952 -4.389 2.324 0.1096
H -0.518 2.768 -1.963 0.0865
H 0.971 3.156 -1.080 0.0865
H -2.449 1.869 0.972 0.0737
N -0.606 2.433 0.114 -0.3733
Cd 0.047 0.222 0.243 1.4740
F 1.947 1.744 4.667 0.0697
F 2.582 -0.321 0.421 -0.0020
C 2.708 1.154 3.719 -0.1464
C 4.362 -0.138 1.951 -0.2328
H -3.928 -2.263 1.528 0.1191
O -2.038 -0.801 0.874 -0.0789
O -1.651 -7.765 1.777 0.0761
C -2.079 2.439 0.122 -0.1010
C -3.185 -5.540 1.964 0.0072
H -0.430 4.242 -0.981 0.0953
H -3.593 -6.480 2.306 0.1198
C 3.042 0.084 1.643 -0.1584
C -0.117 3.194 -1.044 -0.1010
H -0.679 3.888 1.650 0.1257
C -3.931 -4.373 1.968 -0.0474
N -1.082 -6.726 1.504 -0.3541
O 0.100 -6.634 1.239 0.0851
H 0.942 3.368 1.157 0.1194
C -0.071 3.021 1.368 -0.1958
C -3.368 -3.188 1.521 -0.0017
C 4.896 0.282 3.154 0.0528
H -2.453 1.968 -0.787 0.0886
N 0.845 0.882 2.111 -0.1219
H -0.987 1.635 2.764 0.1057
C -1.465 -1.877 0.574 -0.6483
C -1.877 -5.495 1.507 -0.1310
F 4.496 1.342 5.209 0.0905
F 5.146 -0.758 1.058 0.0915
O -0.400 -1.899 -0.114 -0.1158
C 2.131 0.743 2.497 -0.2124
C -2.058 -3.164 1.057 -0.1227
C -1.299 -4.324 1.047 0.0707
C 0.016 2.000 2.517 -0.2408
C 4.036 0.929 4.019 -0.2262
H -2.458 3.466 0.176 0.0941
```

## Properties
E_HOMO	-0.282	Ha
energy relative to the best compared isomer or geometry (same formula, charge and spin)	0.0	kcal per mole
HOMO-LUMO gap	7.30	eV
maximum force	0.557	eV Å⁻¹